Record 1
A 2-piece molecular cluster, C6H10O overall, computed with ωB97M-V/def2-TZVPD.

Properties
ΔE to the lowest compared entry with this formula, charge and spin ... 75.5 kJ/mol
Multiplicity ... 1
Orbital gap ... 0.3712 hartree
SMILES ... O=C1C=CCCC1.[H][H]
HOMO level ... -9.5 eV

Structure (XYZ):
```
17
Properties=species:S:1:pos:R:3:forces:R:3
O 1.514 1.860 0.594 -0.182 -0.361 -0.074
C 0.816 0.907 0.309 0.129 0.129 0.012
C -0.279 0.449 1.203 -0.041 -0.135 0.036
C -1.001 -0.645 0.938 0.101 0.121 -0.018
C -0.768 -1.514 -0.269 0.001 -0.016 0.004
C 0.649 -1.341 -0.820 0.002 -0.046 0.009
C 0.989 0.140 -0.990 0.044 0.030 -0.005
H -0.462 1.056 2.086 0.050 -0.102 -0.119
H -1.803 -0.933 1.617 0.098 0.067 -0.117
H -1.509 -1.250 -1.038 0.092 -0.034 0.092
H -0.959 -2.564 -0.016 0.025 0.155 -0.011
H 1.361 -1.790 -0.116 -0.095 0.041 -0.086
H 0.757 -1.875 -1.770 -0.014 0.093 0.123
H 2.014 0.296 -1.339 -0.141 -0.025 0.042
H 0.319 0.597 -1.734 0.057 -0.042 0.129
H -0.668 3.566 0.887 -0.067 -0.041 -0.079
H -0.969 3.040 0.457 -0.060 0.166 0.061
```
Forces are in eV/Å.

---

Record 2
C6H10O as an isolated structure, computed with ωB97M-V/def2-TZVPD.

Properties
ΔE to the lowest compared entry with this formula, charge and spin ... 454.3 kJ/mol
Multiplicity ... 1
Orbital gap (alpha / beta) ... 0.3078 / 0.3078 hartree
HOMO level (alpha / beta) ... -8.7 / -8.7 eV

Structure (XYZ):
```
17
Properties=species:S:1:pos:R:3:forces:R:3
O -2.061 -0.335 -0.603 -0.038 0.034 -0.012
C -1.093 0.500 -0.861 0.110 0.245 0.122
C -0.282 0.933 0.284 0.027 -0.166 -0.074
C 0.177 -0.124 1.227 -0.137 0.040 0.022
C 1.400 -0.819 0.583 0.051 -0.025 -0.022
C 1.214 -0.832 -0.905 -0.152 0.159 -0.047
C 0.231 -0.174 -1.514 0.307 -0.215 -0.067
H -2.365 0.595 0.712 0.089 -0.027 -0.028
H -1.315 1.352 -1.535 0.015 -0.151 0.085
H -1.978 1.170 1.159 -0.002 0.014 0.010
H 0.296 1.858 0.217 -0.095 -0.100 0.002
H -0.638 -0.844 1.334 0.124 0.086 0.015
H 0.435 0.298 2.202 -0.028 -0.050 -0.144
H 2.324 -0.273 0.819 -0.122 -0.069 -0.041
H 1.521 -1.830 0.987 -0.020 0.141 -0.048
H 1.949 -1.363 -1.509 -0.121 0.078 0.070
H 0.186 -0.111 -2.598 -0.009 0.005 0.157
```
Forces are in eV/Å.

---

Record 3
One molecule with the formula C6H10O, computed with ωB97M-V/def2-TZVPD.

Properties
ΔE to the lowest compared entry with this formula, charge and spin ... 160.0 kJ/mol
Multiplicity ... 1
Orbital gap ... 0.3566 hartree
SMILES ... C=CCC/C=C\O
HOMO level ... -8.8 eV

Structure (XYZ):
```
17
Properties=species:S:1:pos:R:3:forces:R:3
C 1.401 0.075 1.563 0.167 -0.465 0.638
C 0.913 -1.036 1.024 0.292 0.143 0.351
C -0.479 -1.209 0.514 -0.050 0.019 0.198
C -0.360 -0.783 -0.967 0.147 -0.406 -0.431
C -0.026 0.655 -1.210 0.691 0.392 0.180
C -0.537 1.768 -0.715 -0.189 0.143 -0.774
O -1.791 1.880 -0.208 -0.434 0.045 0.327
H 0.793 0.774 2.128 -0.108 0.346 -0.664
H 2.475 0.213 1.574 0.030 -0.022 0.456
H 1.632 -1.815 0.771 -0.119 0.104 -0.459
H -0.790 -2.259 0.554 -0.038 0.195 0.005
H -1.202 -0.600 1.067 0.104 -0.039 -0.079
H 0.553 -1.283 -1.303 -0.307 -0.351 -0.307
H -1.178 -1.189 -1.570 -0.105 0.168 0.042
H 0.901 0.871 -1.716 0.360 -0.318 -0.023
H 0.012 2.704 -0.809 -0.323 -0.006 0.141
H -2.317 1.233 -0.696 -0.117 0.051 0.398
```
Forces are in eV/Å.

---

Record 4
One molecule with the formula C6H10O, computed with ωB97M-V/def2-TZVPD.

Properties
ΔE to the lowest compared entry with this formula, charge and spin ... 125.8 kJ/mol
Multiplicity ... 1
Orbital gap ... 0.3603 hartree
SMILES ... C=COCC(=C)C
HOMO level ... -8.8 eV

Structure (XYZ):
```
17
Properties=species:S:1:pos:R:3:forces:R:3
C 1.282 0.125 1.868 -0.197 -0.114 0.136
C 0.650 -1.044 1.740 0.187 0.024 -0.144
O -0.473 -1.378 1.048 0.035 -0.021 0.241
C -1.153 -0.384 0.305 0.119 0.059 -0.099
C -0.362 0.038 -0.915 0.114 -0.010 -0.121
C 0.704 -0.647 -1.324 -0.110 0.171 0.181
C -0.835 1.305 -1.581 -0.002 -0.008 -0.031
H 1.028 1.055 1.364 -0.179 -0.281 0.125
H 2.122 0.151 2.555 -0.039 -0.029 -0.251
H 1.068 -1.952 2.171 -0.188 0.240 0.208
H -2.116 -0.841 0.029 0.292 0.166 0.013
H -1.382 0.496 0.938 0.188 -0.236 -0.166
H 1.003 -1.575 -0.832 -0.014 0.419 -0.178
H 1.352 -0.242 -2.102 -0.294 -0.286 -0.039
H -0.412 1.382 -2.589 -0.074 0.085 0.218
H -0.544 2.195 -1.003 -0.099 -0.195 -0.118
H -1.932 1.314 -1.671 0.261 0.016 0.024
```
Forces are in eV/Å.

---

Record 5
One molecule with the formula C6H10O, computed with ωB97M-V/def2-TZVPD.

Properties
ΔE to the lowest compared entry with this formula, charge and spin ... 404.5 kJ/mol
Multiplicity ... 1
Orbital gap (alpha / beta) ... 0.2905 / 0.2994 hartree
HOMO level (alpha / beta) ... -6.9 / -7.1 eV

Structure (XYZ):
```
17
Properties=species:S:1:pos:R:3:forces:R:3
O -0.198 -0.049 1.853 0.216 -0.230 0.529
C -0.251 1.108 1.271 -0.052 0.462 -0.429
C -0.418 1.447 -0.185 -0.010 -0.123 -0.051
C -0.798 0.303 -1.123 0.028 0.000 -0.010
C 0.305 -0.691 -1.368 0.182 -0.011 0.023
C 1.485 -0.694 -0.755 -0.102 0.011 -0.114
C -0.121 -1.353 1.674 -0.337 -0.092 -0.146
H -0.162 1.945 1.968 -0.066 -0.472 -0.043
H -1.188 2.231 -0.257 0.105 -0.182 0.081
H 0.500 1.927 -0.567 -0.113 -0.129 0.084
H -1.107 0.729 -2.086 0.037 -0.051 0.117
H -1.690 -0.216 -0.740 0.156 0.010 -0.030
H 0.071 -1.492 -2.070 0.072 0.148 0.047
H 2.216 -1.475 -0.934 -0.058 0.089 -0.093
H 1.752 0.047 -0.003 -0.045 -0.071 -0.163
H -0.268 -1.856 0.728 -0.046 0.471 0.093
H -0.128 -1.911 2.595 0.031 0.169 0.106
```
Forces are in eV/Å.

---

Record 6
A 2-piece molecular cluster, C6H10O overall, computed with ωB97M-V/def2-TZVPD.

Properties
ΔE to the lowest compared entry with this formula, charge and spin ... 229.4 kJ/mol
Multiplicity ... 1
Orbital gap ... 0.3484 hartree
SMILES ... C=C=C(C)O.C=C
HOMO level ... -8.6 eV

Structure (XYZ):
```
17
Properties=species:S:1:pos:R:3:forces:R:3
C 1.047 0.665 1.781 -0.031 0.018 -0.071
C 0.478 1.079 0.680 -0.079 0.018 -0.035
C -0.146 1.388 -0.431 0.358 -0.107 0.065
C 0.476 1.384 -1.793 0.051 -0.007 -0.033
O -1.477 1.734 -0.481 -0.108 0.016 0.217
H 1.015 -0.391 2.053 -0.009 0.138 -0.056
H 1.568 1.336 2.460 -0.065 -0.043 -0.122
H 0.425 2.380 -2.243 -0.004 -0.105 0.073
H 1.519 1.067 -1.742 -0.141 0.054 0.012
H -0.075 0.697 -2.445 0.059 0.079 0.088
H -1.828 1.704 0.419 -0.005 0.032 -0.139
C -0.404 -2.505 0.800 -0.037 0.067 -0.152
C -0.633 -1.803 -0.305 0.041 -0.076 0.144
H -1.102 -2.503 1.634 0.082 0.006 -0.138
H 0.494 -3.107 0.917 -0.132 0.078 -0.041
H -1.523 -1.188 -0.426 0.118 -0.136 0.040
H 0.071 -1.800 -1.135 -0.097 -0.032 0.147
```
Forces are in eV/Å.